C25H23NP2Se4Tl | ωB97M-V with the def2-TZVPD basis set

Computed properties:
E_LUMO (alpha / beta)   -6.4 / -5.9 eV
Energy   -312437.0507 eV
HOMO (alpha / beta)   -10.4 / -10.4 eV
Orbital gap (alpha / beta)   3.93 / 4.48 eV
Max |F|   2.83 eV/A
Energy above the lowest of the compared OMol25 structures with the same formula, charge and spin   1.470 eV

```
! wB97M-V def2-TZVPD RIJCOSX def2/J DEFGRID3
* xyz 1 1
C 1.2974 4.3730 -3.0297
H -1.2424 1.2443 -0.7576
H -1.9387 -0.4063 -0.7531
Tl 3.6393 -2.0958 -1.3439
H -3.7780 -0.3150 4.5030
H -1.6357 -4.1654 1.2418
H -0.5115 -4.1473 -3.6040
H -2.6010 -5.8270 -0.3048
C -3.4380 -1.1744 2.5086
C 1.9614 3.1419 1.6468
Se 2.6274 -4.6254 -2.9844
H -0.5773 4.9046 -2.0073
H -4.5108 -1.1946 2.2242
C -3.0263 -0.7269 3.7845
H 3.3326 1.7842 -2.0638
C -1.4002 -4.1361 0.1583
C 0.9847 2.1239 1.2749
C -1.1657 -1.6072 1.9532
P 1.4052 0.9266 0.0031
C -0.5781 -3.0986 -0.3851
C -0.7425 -1.1810 3.2166
H 0.3219 -1.2079 3.4293
C 0.2191 3.0763 -1.2942
H 0.4831 4.4524 4.4516
H -1.3844 -0.6319 5.1799
H -2.8261 -2.3179 0.7148
C -2.5125 -1.7670 1.6181
H -0.9761 1.3677 1.7816
H 2.8433 3.3039 0.9826
C -0.3728 -3.0524 -1.7741
H 1.2687 5.2304 -3.7036
C 2.3756 3.4631 -3.0004
H -0.5817 2.9767 -0.5480
C -1.7050 -0.8236 4.1760
H 2.4829 4.6661 3.0320
N 0.0581 -0.2363 -0.0880
C -0.8265 -4.0950 -2.5842
C -0.1867 2.0678 2.0319
Se 3.7480 -4.0148 -4.9657
C 0.2643 4.1793 -2.1060
C 1.2798 2.1632 -1.3351
H -1.3045 2.8428 3.7665
H -2.1057 -5.8139 -2.7906
H 3.2030 3.5587 -3.7060
Se 3.6632 -0.4048 -3.6923
C -1.6739 -5.0640 -2.0999
H 0.3052 -2.2837 -2.1789
C 0.5913 3.8123 3.5523
C 2.4175 2.4270 -2.1017
C 1.7352 3.9410 2.7548
C -1.0459 0.1719 -0.9523
H -0.7872 0.1295 -2.0007
P 0.1683 -1.8745 0.7383
Se 5.0773 -1.8874 -5.0005
C -1.9222 -5.0606 -0.7276
C -0.3964 2.9083 3.1588
*
```